Molecular formula: C54H87AsCdClN6O7P2Si4
Method: DFT, ωB97M-V with the def2-TZVPD basis set

```
163
Properties=species:S:1:pos:R:3:lowdin_charge:R:1
Cd -0.6468 0.7585 -0.3372 1.13
As 2.7780 -3.4091 1.0209 1.22
Cl -1.2950 -3.4162 0.3313 0.67
P -3.0980 -0.0777 -1.0616 1.02
P -0.5770 2.5552 2.1031 1.03
Si 0.0758 2.5790 -2.3277 0.27
Si 2.2612 3.5159 -2.6123 0.32
Si -1.0905 4.6498 -2.1963 0.31
Si -0.1387 1.8931 -4.6334 0.32
O 1.2087 -2.2901 -2.6253 0.05
O -1.1518 -2.0636 -0.2043 -0.45
O -2.6323 -3.5656 0.8456 -0.33
O -1.0511 -4.3654 -0.7253 -0.33
O 3.0896 -1.5780 -3.3808 -0.01
O 2.0981 -1.9422 1.3026 -0.46
O -0.3487 -3.6352 1.4015 -0.37
N 2.1261 0.7949 0.7485 0.03
N 4.5060 -0.2666 -1.7552 0.19
N -1.9204 0.2149 1.6900 -0.08
N 2.1622 -1.5490 -2.5562 -0.43
N 2.1525 -0.6716 -1.5089 0.16
N 3.2961 0.6237 -0.0427 0.00
C -7.0632 -2.3515 1.6178 -0.06
C -3.8007 -0.8245 2.8554 -0.04
C 0.7144 3.7213 2.7857 -0.55
C 1.1324 4.7284 1.7228 -0.15
C -0.3195 1.1231 3.1833 -0.34
C -1.0867 0.0187 2.7779 -0.37
C -4.1557 1.4097 -1.4644 -0.54
C 4.9962 -3.7890 -0.9722 -0.08
C 1.9669 -5.2589 -1.1119 -0.11
C -3.8362 1.9132 -2.8655 -0.16
C 1.4205 -6.4429 -1.5867 -0.08
C 2.9612 -4.2051 5.1034 -0.08
C 2.3728 5.1101 -3.6366 -0.22
C -2.7288 4.6649 -1.2461 -0.22
C -3.4355 -1.2641 -2.4625 -0.50
C 4.9253 -5.2351 4.1695 -0.09
C -2.2734 3.1890 2.5695 -0.54
C 3.3096 -0.1255 -1.1573 -0.45
C -3.1340 -0.4307 1.6709 -0.33
C 0.6916 0.2198 -4.8862 -0.22
C 3.2260 3.9706 -1.0406 -0.23
C 0.6762 3.0473 -5.8974 -0.22
C 3.4150 2.3227 -3.5405 -0.23
C 1.4385 -5.9255 1.1378 -0.10
C 0.6132 -0.1316 5.0384 -0.29
C -0.1376 -1.2313 4.6144 -0.05
C -3.8447 -0.6449 0.4699 -0.33
C 4.5003 -3.1262 0.1443 -0.29
C 1.4782 -0.2095 6.2691 -0.06
C -5.0377 -1.4286 2.8381 -0.05
C -2.7876 2.7612 3.9395 -0.10
C 0.8850 -7.3645 -0.7042 -0.08
C 0.8898 -7.1016 0.6591 -0.07
C -3.9851 -2.6501 -2.1017 -0.10
C 5.2949 -2.1653 0.7707 -0.12
C 7.0515 -2.5450 -0.8239 -0.10
C 6.2669 -3.4956 -1.4556 -0.08
C -5.7142 -1.6818 1.6464 -0.29
C -1.8521 1.6922 -5.4175 -0.23
C -0.9443 -1.1804 3.4986 -0.03
C 3.3852 -4.0693 2.7403 -0.30
C 4.1292 -4.9378 5.2682 -0.09
C 4.5504 -4.8075 2.9034 -0.09
C 6.5631 -1.8786 0.2937 -0.10
C -2.4145 4.7017 2.3679 -0.12
C -0.1300 6.0103 -1.2742 -0.22
C 0.5260 1.0306 4.2896 -0.07
C 0.4578 4.4311 4.1175 -0.12
C -5.0927 -1.2653 0.4847 -0.09
C 2.5946 -3.7608 3.8406 -0.09
C 1.9875 -5.0029 0.2516 -0.29
C -2.1105 -1.4064 -3.2219 -0.15
C -5.6626 1.2853 -1.2750 -0.11
C -1.4802 5.3849 -3.8936 -0.22
H -5.6043 -1.4275 -0.4563 0.10
H 1.3905 -6.6249 -2.6531 0.11
H 4.9090 -1.6485 1.6427 0.11
H -7.3192 -2.7489 2.6009 0.07
H -0.5708 5.7100 -4.4021 0.01
H -5.4924 -1.7175 3.7810 0.10
H -1.7962 5.0798 1.5523 0.04
H 3.4850 2.6042 -4.5924 0.02
H 0.5024 2.6361 -6.8961 0.03
H -3.7874 3.1768 4.1000 0.08
H -6.1344 2.2437 -1.5134 0.08
H 1.7690 0.2657 -4.7393 0.00
H -5.0758 -2.6736 -2.1299 0.07
H -3.6655 -2.9837 -1.1163 0.04
H -0.1689 5.3102 3.9722 0.06
H -1.6932 1.5145 -6.4850 0.03
H -3.4515 4.9508 2.1311 0.08
H 6.6409 -4.0163 -2.3281 0.10
H 5.1678 -5.0534 2.0467 0.11
H -2.7181 3.9558 -0.4158 0.00
H -2.8863 5.6615 -0.8246 0.03
H 0.5135 -0.1318 -5.9070 0.04
H 3.0649 1.2941 -3.5075 -0.02
H 4.4202 -5.2777 6.2544 0.10
H 2.4787 0.9430 1.6914 0.08
H -2.1310 6.2562 -3.7726 0.03
H 5.2987 0.2489 -1.4206 0.11
H 1.9908 5.9816 -3.1069 0.01
H 1.7245 -0.1569 0.8113 0.02
H -7.0781 -3.1816 0.9085 0.07
H 4.2926 4.0436 -1.2758 0.03
H -3.6190 -3.3783 -2.8283 0.08
H 0.4501 -7.8073 1.3519 0.10
H -4.2830 1.2738 -3.6287 0.07
H 2.2563 -0.9703 6.1655 0.06
H 7.1750 -1.1393 0.7963 0.10
H 0.3087 -0.5398 -4.2026 0.00
H -3.7879 2.1545 -0.7496 0.07
H 1.9705 0.7452 6.4605 0.07
H -6.0861 0.5328 -1.9474 0.08
H 5.8401 -5.7999 4.3001 0.10
H 2.3084 -4.5211 -1.8200 0.09
H -3.5862 4.4298 -1.8755 0.01
H -2.1490 5.2424 3.2763 0.06
H 3.4238 5.2972 -3.8787 0.03
H 4.4934 -0.6506 -2.6878 0.08
H 1.5520 3.0311 2.9300 0.08
H 8.0445 -2.3259 -1.1971 0.10
H -0.4881 6.0816 -0.2469 0.00
H 0.9446 5.8554 -1.2276 -0.02
H 1.7031 -3.1627 3.6898 0.09
H 0.2440 4.0484 -5.8702 0.01
H 3.0870 3.2567 -0.2283 -0.01
H 0.8881 -0.4631 7.1534 0.07
H 2.9086 4.9376 -0.6482 0.01
H 2.0694 5.2253 1.9940 0.08
H -7.8546 -1.6557 1.3251 0.07
H 2.3368 -3.9796 5.9591 0.10
H 1.1158 1.8845 4.6037 0.09
H -2.1412 3.1185 4.7435 0.07
H 1.2594 4.2438 0.7583 0.03
H -1.4633 -2.0663 3.1584 0.11
H -0.3096 6.9760 -1.7563 0.03
H -0.0730 -2.1597 5.1759 0.11
H 3.9449 1.3920 -0.0118 0.12
H -2.4739 2.5837 -5.3149 0.01
H -2.7602 1.9451 -3.0368 0.01
H -0.0248 3.7881 4.8528 0.06
H -2.2563 -1.9815 -4.1406 0.09
H -4.2296 2.9186 -3.0250 0.07
H -1.3762 -1.9242 -2.6014 0.05
H 0.3744 5.5038 1.6093 0.05
H 1.4037 4.7766 4.5465 0.08
H 4.4128 -4.5529 -1.4618 0.09
H 1.4142 -5.7174 2.1986 0.10
H 4.4274 2.3498 -3.1283 0.02
H 1.8246 5.0342 -4.5730 0.00
H -4.1511 -0.7502 -3.1081 0.08
H -1.6986 -0.4338 -3.4887 0.01
H 1.7514 3.1425 -5.7600 0.00
H -2.8974 2.6877 1.8230 0.07
H 0.4420 -8.2792 -1.0774 0.10
H -2.8566 1.6776 4.0168 0.06
H -5.9294 1.0181 -0.2547 0.06
H -3.3223 -0.6542 3.8100 0.10
H -1.9872 4.6709 -4.5461 0.01
H -2.4148 0.8500 -5.0202 0.00
```

Calculated total energy (hartree): -7669.24870
E_HOMO (eV): -4.0
F_max (eV Å⁻¹): 0.74
Total charge: -1
Spin multiplicity: 1
Frontier orbital gap (Eh): 0.2202
E_LUMO (eV): 2.0